#w
Molecular formula: C5H8N3O2
Method: DFT, wB97M-V/def2-TZVPD

Atoms and positions in Å:
N (0.40019, -1.19840, 1.59505)
C (0.58178, -1.50243, 0.32983)
N (0.54441, -2.68275, -0.24281)
C (0.82267, -0.38398, -0.70826)
O (0.48505, -0.72617, -1.98746)
C (0.05018, 0.91141, -0.29980)
N (-0.14837, 1.27038, 0.93208)
C (-0.94791, 2.37835, 0.85373)
C (-1.18616, 2.66917, -0.45628)
O (-0.55686, 1.67920, -1.21638)
H (0.37334, -0.19626, 1.99556)
H (0.20560, -1.90123, 2.32339)
H (0.49236, -2.65647, -1.28332)
H (0.20348, -3.45290, 0.28498)
H (1.90832, -0.03170, -0.85070)
H (-0.33552, -0.40177, -2.36348)
H (-1.14949, 2.68245, 1.85625)
H (-1.74306, 3.54311, -0.76238)

Computed properties:
HOMO energy: -13.29 eV
frontier orbital gap: 9.9 eV
charge: +1
SMILES: NC(=[NH2+])[C@@H](O)c1ncco1

***

#x
Molecular formula: C5H8N3O2
Method: DFT, wB97M-V/def2-TZVPD

Atoms and positions in Å:
C (-3.28610, 1.07705, -0.34990)
N (-2.26315, 1.31936, -0.79484)
C (-1.03120, 1.66393, -0.96839)
N (-0.12378, 0.71557, -1.45034)
C (-0.01546, -0.66758, -0.90451)
C (0.26450, -0.29192, 0.54436)
O (-0.40464, 0.57226, 1.15884)
C (1.44366, -0.80945, 1.29455)
N (2.30043, -1.67843, 0.70873)
O (1.54501, -0.58647, 2.61357)
H (-4.29802, 0.97725, -0.63483)
H (-0.92830, 2.69340, -1.02935)
H (0.86532, 1.07563, -1.66546)
H (0.81559, -1.05592, -1.39233)
H (-0.83528, -1.31056, -1.03730)
H (2.19095, -1.62993, -0.38492)
H (3.05501, -1.97138, 1.24230)
H (0.70546, -0.09282, 3.04982)

Computed properties:
HOMO energy (alpha / beta): -11.94 / -10.72 eV
frontier orbital gap (alpha / beta): 8.0 / 5.5 eV
charge: +1
SMILES: C#[N+]/C=[NH+]\C/C([O-])=C(\N)O

***

#y
Molecular formula: C5H8N3O2
Method: DFT, wB97M-V/def2-TZVPD

Atoms and positions in Å:
C (-0.16295, -1.82482, 0.20388)
C (0.03824, -0.35582, 0.06295)
N (1.25419, 0.30627, 0.08718)
N (2.81583, -0.24701, -0.04270)
O (3.27754, 0.42496, -0.85015)
O (3.04067, -1.06806, 0.74172)
C (1.01808, 1.67690, -0.04939)
C (-0.37707, 1.78589, -0.14203)
N (-0.91135, 0.55244, -0.08830)
C (-2.24640, 0.17044, -0.16734)
H (0.78923, -2.28543, 0.73528)
H (-0.18792, -2.26200, -0.76661)
H (-1.10375, -2.05477, 0.75731)
H (1.70717, 2.40544, 0.05687)
H (-1.10720, 2.63443, -0.24364)
H (-2.96279, 1.06741, -0.12401)
H (-2.38175, -0.39927, 0.78566)
H (-2.49976, -0.52701, -0.95669)

Computed properties:
HOMO energy: -13.91 eV
frontier orbital gap: 9.5 eV
charge: +1
SMILES: Cc1n([N+](=O)[O-])cc[n+]1C

***

Stability verdict: #w, ahead by 4.087 eV

***

#w
Molecular formula: C5H10NO
Method: DFT, wB97M-V/def2-TZVPD

Atoms and positions in Å:
O (-0.00890, 0.68026, 2.74898)
C (-0.13945, 1.24160, 1.54395)
C (0.71258, 0.54424, 0.46103)
C (0.42100, -0.99336, 0.52227)
C (-0.39059, -1.33567, -0.73200)
C (-0.52525, -0.02494, -1.55653)
N (0.36888, 0.93250, -0.94541)
H (-1.20590, 1.27581, 1.21430)
H (0.06580, 2.38537, 1.50646)
H (1.72921, 0.93122, 0.53384)
H (1.25535, -1.69878, 0.56869)
H (-0.18755, -1.07143, 1.42738)
H (-0.01401, -2.21260, -1.27430)
H (-1.40406, -1.67932, -0.48539)
H (-0.35476, -0.25699, -2.61023)
H (-1.54799, 0.36236, -1.44414)
H (1.22564, 0.91974, -1.47890)

Computed properties:
HOMO energy: -2.12 eV
frontier orbital gap: 6.1 eV
charge: -1
SMILES: [O-]C[C@H]1CCCN1

***

#x
Molecular formula: C5H10NO
Method: DFT, wB97M-V/def2-TZVPD

Atoms and positions in Å:
N (-1.48097, -0.47422, 2.53861)
C (-1.56734, -0.47493, 1.20017)
C (-0.46788, -0.60353, 0.42666)
C (-0.43353, -0.19881, -1.01235)
C (0.57056, 0.89510, -1.33225)
C (2.00783, 0.44212, -0.98283)
O (2.87527, 1.13105, -1.65265)
H (-2.21493, -0.75181, 3.09300)
H (-0.60857, -0.89605, 2.93482)
H (-2.60490, -0.26430, 0.72945)
H (0.44388, -0.78955, 1.06693)
H (-0.24663, -1.09726, -1.77286)
H (-1.45552, 0.22435, -1.36235)
H (0.44109, 1.78577, -0.61738)
H (0.44754, 1.05159, -2.41699)
H (2.20258, -0.64122, -1.01739)
H (2.09153, 0.66170, 0.17740)

Computed properties:
HOMO energy: -1.83 eV
frontier orbital gap: 5.4 eV
charge: -1
SMILES: N/C=C/CCC[O-]

***

Stability verdict: #w, ahead by 1.174 eV

***

#w
Molecular formula: C4H12O2
Method: DFT, wB97M-V/def2-TZVPD

Atoms and positions in Å:
C (-1.12298, -0.05344, 2.54673)
C (-1.04114, 1.14858, 1.51823)
C (-0.27565, 0.65204, 0.29072)
C (0.12372, 1.75935, -0.84751)
O (-0.63301, -0.42267, -0.48514)
H (-0.14438, -0.34586, 2.59580)
H (-1.35956, -0.93222, 2.01462)
H (-1.42932, 0.21670, 3.44291)
H (-2.09202, 1.46113, 1.06743)
H (-0.62370, 1.98608, 1.87752)
H (0.72113, 0.34696, 0.57980)
H (1.21476, 1.63239, -1.10448)
H (-0.45098, 1.71592, -1.66821)
H (0.14089, 2.79624, -0.38975)
H (-1.46801, -0.62876, -0.77985)
O (3.08795, -4.10396, -3.58073)
H (3.16059, -3.11089, -3.36416)
H (2.19172, -4.11759, -3.71392)

Computed properties:
HOMO energy: -9.77 eV
frontier orbital gap: 10.4 eV
SMILES: CC[C@H](C)O.O

***

#x
Molecular formula: C4H12O2
Method: DFT, wB97M-V/def2-TZVPD

Atoms and positions in Å:
C (1.03582, -1.16799, -1.45933)
C (0.13515, -0.51047, -0.46097)
C (0.40937, 0.58695, 0.22122)
C (-0.47399, 1.37736, 1.14181)
H (1.58660, -0.42433, -2.02776)
H (1.79016, -1.83946, -1.03848)
H (0.50244, -1.75282, -2.20826)
H (-0.90278, -0.83135, -0.48010)
H (1.42146, 1.00125, 0.23649)
H (-1.21901, 1.94308, 0.57452)
H (0.01733, 2.05107, 1.83296)
H (-1.09361, 0.68359, 1.72125)
O (0.79026, -1.91254, 2.35644)
H (1.33681, -2.63571, 2.67042)
H (1.27238, -1.52656, 1.61245)
O (-2.00732, 1.41331, -1.84559)
H (-2.29385, 2.35075, -1.91845)
H (-2.30723, 1.19389, -0.92862)

Computed properties:
HOMO energy: -9.16 eV
frontier orbital gap: 10.0 eV
SMILES: C/C=C/C.O.O

***

Stability verdict: #x, ahead by 1.548 eV

***

#w
Molecular formula: C4H12O2
Method: DFT, wB97M-V/def2-TZVPD

Atoms and positions in Å:
C (-2.60880, -2.65872, -0.74421)
C (-2.02544, -1.30543, -0.61815)
C (-0.56192, -1.13665, -1.08863)
O (-0.22907, 0.18477, -1.27603)
C (0.38762, 0.79559, -0.08319)
H (-1.92443, -3.50036, -0.54448)
H (-2.98812, -2.75090, -1.77583)
H (-3.46192, -2.72622, -0.04834)
H (-2.67074, -0.70082, -1.28409)
H (-2.12812, -0.90162, 0.40746)
H (0.17486, -1.56986, -0.38511)
H (-0.43252, -1.64208, -2.06497)
H (0.31386, 1.89573, -0.11286)
H (1.44528, 0.51765, 0.06070)
H (-0.19339, 0.42717, 0.77896)
O (5.45503, 5.17581, 2.60110)
H (5.83619, 5.66789, 3.36322)
H (5.61164, 4.22807, 2.81445)

Computed properties:
HOMO energy: -9.55 eV
frontier orbital gap: 10.5 eV
SMILES: CCCOC.O

***

#x
Molecular formula: C4H12O2
Method: DFT, wB97M-V/def2-TZVPD

Atoms and positions in Å:
C (0.89991, -2.03280, 0.82356)
C (0.13704, -1.45786, -0.37460)
C (0.66796, -0.06868, -0.76684)
C (-0.28194, 0.88028, -1.40707)
O (0.03389, 2.20426, -1.07537)
H (1.98356, -1.97753, 0.54043)
H (0.76066, -3.04792, 1.08485)
H (0.71974, -1.41138, 1.60973)
H (0.12912, -2.19351, -1.19401)
H (-0.95384, -1.31616, -0.14328)
H (1.07565, 0.37448, 0.15656)
H (1.67449, -0.14718, -1.31418)
H (-1.31074, 0.50960, -1.09976)
H (0.01554, 0.87699, -2.55442)
H (-0.58802, 2.78659, -0.46464)
O (-1.30556, 0.31352, 2.27363)
H (-1.23367, 1.21335, 2.61724)
H (-0.63694, 0.26478, 1.52516)

Computed properties:
HOMO energy: -10.21 eV
frontier orbital gap: 10.8 eV
SMILES: CCCCO.O

***

#y
Molecular formula: C4H12O2
Method: DFT, wB97M-V/def2-TZVPD

Atoms and positions in Å:
C (2.13191, 0.22712, -1.45496)
C (1.55643, 0.09315, -0.03648)
O (0.80506, 1.28441, 0.12564)
H (3.04487, -0.35671, -1.57225)
H (2.34225, 1.27855, -1.65079)
H (1.32604, -0.07753, -2.12270)
H (2.32132, 0.18790, 0.73428)
H (0.87211, -0.71574, 0.21944)
H (-0.09438, 0.94893, 0.11795)
C (-1.49826, -0.88207, 1.35119)
C (-1.88117, 0.29943, 0.44836)
O (-0.92647, 0.27561, -0.58318)
H (-0.41460, -0.90500, 1.46635)
H (-1.66761, -1.81374, 0.81138)
H (-2.00342, -0.94330, 2.31513)
H (-1.79550, 1.22713, 1.01415)
H (-2.87274, 0.27720, -0.00373)
H (-1.24585, -0.40534, -1.17977)

Computed properties:
HOMO energy: -8.87 eV
frontier orbital gap: 9.5 eV

***

#z
Molecular formula: C4H12O2
Method: DFT, wB97M-V/def2-TZVPD

Atoms and positions in Å:
C (-0.29339, -2.83746, -2.38345)
C (1.05557, -2.20755, -2.70904)
O (1.73000, -1.93318, -1.50236)
H (-0.64722, -2.49045, -1.41264)
H (-0.34781, -3.91706, -2.24347)
H (-0.98820, -2.56689, -3.17852)
H (0.91563, -1.21089, -3.12759)
H (1.62269, -2.90816, -3.32193)
H (1.43887, -1.07461, -1.18660)
C (-0.66401, 1.43811, 2.79280)
C (-0.41710, 2.87656, 2.34514)
O (-0.02891, 2.94930, 1.00902)
H (-1.44163, 0.96052, 2.19670)
H (-0.95081, 1.61539, 3.82934)
H (0.17895, 0.75736, 2.67406)
H (0.43655, 3.25477, 2.90758)
H (-1.30737, 3.46247, 2.57372)
H (-0.29183, 3.83169, 0.73727)

Computed properties:
HOMO energy: -10.09 eV
frontier orbital gap: 10.8 eV
SMILES: CCO.CCO

***

Stability verdict: #w, ahead by 0.101 eV

***

#w
Molecular formula: C2H3FS2
Method: DFT, wB97M-V/def2-TZVPD

Atoms and positions in Å:
C (-1.08001, 0.29349, 0.27198)
C (-1.17100, -0.78971, -0.35169)
F (2.04390, 1.56860, -0.57142)
S (1.50350, -1.46893, 0.01052)
S (1.93966, 0.29784, 0.54575)
H (-1.78942, 1.18260, -0.02305)
H (-0.27609, 0.66492, 0.99368)
H (-1.17054, -1.74881, -0.87577)

Computed properties:
HOMO energy (alpha / beta): -8.49 / -8.32 eV
frontier orbital gap (alpha / beta): 8.1 / 6.9 eV

***

#x
Molecular formula: C2H3FS2
Method: DFT, wB97M-V/def2-TZVPD

Atoms and positions in Å:
C (0.52278, 1.10204, 0.23218)
C (-0.48518, -0.98687, -0.27627)
F (-0.54055, -1.32864, -1.52096)
S (1.22697, -0.54439, 0.28924)
S (-1.20707, 0.52666, 0.22117)
H (0.57714, 1.64795, 1.09230)
H (0.96485, 1.53851, -0.62585)
H (-1.05893, -1.95527, 0.58818)

Computed properties:
HOMO energy: -9.35 eV
frontier orbital gap: 9.5 eV

***

#y
Molecular formula: C2H3FS2
Method: DFT, wB97M-V/def2-TZVPD

Atoms and positions in Å:
C (1.35360, -0.34481, 0.52884)
C (0.83720, 0.22062, -0.51795)
F (2.60991, -0.81950, 0.37664)
S (-2.55257, 0.10454, -0.79804)
S (-1.15154, 1.10749, 0.20490)
H (1.08433, -0.44667, 1.50657)
H (1.15712, 0.46781, -1.54726)
H (-3.33806, -0.28948, 0.24630)

Computed properties:
HOMO energy: -8.71 eV
frontier orbital gap: 8.5 eV

***

Stability verdict: #x, ahead by 0.437 eV

***

#w
Molecular formula: C2H5NOS
Method: DFT, wB97M-V/def2-TZVPD

Atoms and positions in Å:
N (-1.56384, -0.29848, -0.20682)
C (-0.18536, -0.80990, 0.14858)
C (0.97625, 0.22535, 0.00291)
O (0.61527, 1.45224, 0.06351)
S (2.56330, -0.35737, -0.09731)
H (-1.78196, 0.06954, -1.10588)
H (-1.93328, 0.37730, 0.46000)
H (-0.24693, -0.99991, 1.33309)
H (0.13767, -1.72806, -0.38521)
H (1.41888, 2.06931, -0.21286)

Computed properties:
HOMO energy: -8.73 eV
frontier orbital gap: 9.1 eV
SMILES: NCC(O)=S

***

#x
Molecular formula: C2H5NOS
Method: DFT, wB97M-V/def2-TZVPD

Atoms and positions in Å:
C (-1.70854, -0.05409, -0.44146)
C (-1.78245, -1.12650, 0.10542)
N (1.27447, 0.83850, 0.03857)
O (1.54011, -1.60136, 1.01977)
S (1.76246, -0.85435, -0.17684)
H (-1.99292, 0.91630, -0.67965)
H (1.83100, 1.07400, 0.78330)
H (-1.59418, -2.11550, 0.34042)
H (1.58648, 1.33744, -0.82512)
H (0.61769, -1.11114, -0.89490)

Computed properties:
HOMO energy: -9.14 eV
frontier orbital gap: 9.8 eV

***

Stability verdict: #w, ahead by 3.193 eV